Below is C27H22CaI2N6O3S2Se2 as an isolated structure, with properties calculated with ωB97M-V/def2-TZVPD.

Element x y z (Å)
Ca (-0.68619, -0.73861, -0.45420)
O (0.39313, -1.13865, -2.61827)
N (0.32982, -0.12296, -3.42398)
C (1.43243, 0.38138, -4.04019)
C (1.42685, 1.40753, -4.94870)
C (0.20262, 1.99093, -5.20956)
C (-0.84537, 1.63904, -4.38546)
C (-0.84420, 0.53732, -3.49185)
S (-2.24209, 0.36680, -2.47842)
H (2.33630, -0.09356, -3.72679)
H (2.35067, 1.80922, -5.32226)
H (0.20592, 2.88617, -5.82201)
H (-1.75671, 2.19169, -4.53915)
N (3.06711, 2.00741, 0.52568)
C (2.30009, 3.00062, -0.08275)
C (2.49614, 4.36668, -0.26381)
C (1.50281, 5.05605, -0.97907)
C (0.38980, 4.38892, -1.48036)
C (0.17020, 3.05207, -1.27611)
C (1.21669, 2.34205, -0.59610)
N (1.25630, 0.99227, -0.35938)
C (2.38879, 0.83498, 0.27631)
C (2.79136, -0.49689, 0.73080)
C (3.86456, -0.98067, 1.41530)
S (3.87943, -2.68043, 1.43547)
C (2.46653, -2.68051, 0.47339)
N (2.01762, -1.53975, 0.14873)
H (3.85526, 2.11964, 1.13098)
H (3.30213, 4.85226, 0.16164)
H (1.65250, 6.08099, -1.08660)
H (-0.35628, 5.04150, -1.92996)
H (-0.76421, 2.58756, -1.54222)
H (4.50073, -0.36143, 2.04825)
H (1.94836, -3.54393, 0.17979)
Se (-3.38036, -3.15037, 1.59185)
Se (-4.36573, -1.50943, 0.27242)
C (-3.70560, 0.06512, 1.09939)
C (-4.50724, 0.85822, 1.89624)
C (-4.03855, 2.09765, 2.32353)
C (-2.73352, 2.51801, 1.97689)
C (-1.99573, 1.59886, 1.22623)
N (-2.43546, 0.43812, 0.75830)
C (-2.18841, -4.02517, 0.39155)
C (-2.15923, -5.39169, 0.47681)
C (-1.27034, -6.09196, -0.27709)
C (-0.40093, -5.40600, -1.14834)
C (-0.58325, -4.06425, -1.20521)
N (-1.40256, -3.36299, -0.43474)
H (-5.47959, 0.43701, 2.14289)
H (-4.62936, 2.75767, 2.91290)
H (-2.19995, 3.34551, 2.43894)
H (-0.98245, 1.89417, 0.96806)
H (-2.72391, -5.81403, 1.31021)
H (-1.26795, -7.22484, -0.30807)
H (0.26224, -5.83544, -1.82696)
H (-0.04245, -3.51617, -2.03943)
C (0.98521, -1.91609, 5.09807)
O (0.51457, -1.98138, 3.73899)
C (0.25322, -0.90493, 2.99343)
O (-0.13971, -1.09666, 1.83679)
H (1.97744, -1.41601, 5.13246)
H (0.97830, -2.98592, 5.31366)
H (0.22668, -1.33595, 5.68393)
I (0.47858, 1.15315, 3.70834)
I (0.70692, 4.31008, 3.47884)

Calculated values
LUMO: -0.6 eV
Multiplicity: 1
HOMO level: -0.256 Eh
E: -230445.178 eV
Energy relative to the best compared isomer or geometry (same formula, charge and spin): 16.0 kJ/mol
Net charge: 0
Largest force on an atom: 3.331 eV/A

Need the natural (NBO) charges? In units of e they are:
1 Ca 1.751
2 O -0.710
3 N 0.020
4 C -0.002
5 C -0.252
6 C -0.190
7 C -0.237
8 C 0.047
9 S -0.458
10 H 0.221
11 H 0.225
12 H 0.219
13 H 0.230
14 N -0.528
15 C 0.095
16 C -0.197
17 C -0.193
18 C -0.210
19 C -0.231
20 C 0.134
21 N -0.566
22 C 0.439
23 C 0.038
24 C -0.429
25 S 0.447
26 C -0.120
27 N -0.427
28 H 0.428
29 H 0.215
30 H 0.212
31 H 0.214
32 H 0.241
33 H 0.252
34 H 0.222
35 Se 0.187
36 Se 0.233
37 C 0.002
38 C -0.264
39 C -0.144
40 C -0.221
41 C 0.051
42 N -0.554
43 C 0.050
44 C -0.282
45 C -0.134
46 C -0.268
47 C 0.034
48 N -0.525
49 H 0.236
50 H 0.225
51 H 0.272
52 H 0.217
53 H 0.233
54 H 0.229
55 H 0.228
56 H 0.235
57 C -0.263
58 O -0.530
59 C 0.627
60 O -0.751
61 H 0.201
62 H 0.209
63 H 0.205
64 I 0.134
65 I -0.770

=====

Below is C6H9LiO5 as an isolated structure, with properties calculated with ωB97M-V/def2-TZVPD.

Element x y z (Å)
O (3.01011, -0.30551, -2.18819)
C (2.84561, -1.25248, -3.23714)
O (3.43231, -2.27167, -2.82949)
H (2.70271, 0.55745, -2.48092)
O (1.04638, -2.18576, -0.95932)
C (0.06805, -1.91346, -0.24382)
C (-0.30652, -0.50917, 0.09989)
C (-1.02580, -0.48877, 1.46194)
C (-1.98288, 0.67679, 1.61975)
O (-1.28699, 1.92868, 1.59233)
C (-1.58700, 2.76348, 0.63458)
O (-0.80270, 3.80620, 0.80486)
H (-0.73034, -2.67023, -0.10558)
H (-0.98929, -0.14025, -0.68314)
H (0.59139, 0.12204, 0.12088)
H (-0.27964, -0.48735, 2.26886)
H (-1.63168, -1.39881, 1.59612)
H (-2.49284, 0.62100, 2.59000)
H (-2.73138, 0.68358, 0.81699)
H (-0.89585, 4.39018, 0.04359)
Li (3.04633, -1.92593, -0.92218)

Calculated values
LUMO: -0.3 eV
Multiplicity: 1
HOMO level: -0.251 Eh
E: -16807.854 eV
Energy relative to the best compared isomer or geometry (same formula, charge and spin): 0.0 kJ/mol
Net charge: 0
Largest force on an atom: 3.410 eV/A

Need the natural (NBO) charges? In units of e they are:
1 O -0.878
2 C 0.311
3 O -0.831
4 H 0.486
5 O -0.588
6 C 0.474
7 C -0.532
8 C -0.422
9 C -0.064
10 O -0.517
11 C 0.369
12 O -0.675
13 H 0.131
14 H 0.261
15 H 0.243
16 H 0.218
17 H 0.213
18 H 0.197
19 H 0.200
20 H 0.503
21 Li 0.899

=====

Below is C33H33N5O4SiTi as an isolated structure, with properties calculated with ωB97M-V/def2-TZVPD.

Element x y z (Å)
Ti (0.00740, -0.54513, 0.43497)
C (1.08432, 0.18167, 3.46224)
N (0.03672, -0.64419, 2.81651)
C (0.19402, -2.02113, 3.31135)
C (0.88077, -2.92643, 2.32899)
C (1.28605, -4.18755, 2.74961)
C (1.93014, -5.02229, 1.85638)
C (2.17473, -4.54364, 0.57798)
C (1.73451, -3.27942, 0.24267)
N (1.06691, -2.47696, 1.08690)
C (-1.34105, -0.18973, 3.08440)
C (-2.29919, -1.03083, 2.28258)
C (-3.56264, -1.34200, 2.76522)
C (-4.40630, -2.12743, 1.99592)
C (-3.95944, -2.56857, 0.75975)
C (-2.69176, -2.20850, 0.34253)
N (-1.86424, -1.46659, 1.08893)
C (1.14549, 1.68384, 3.24858)
C (2.11780, 2.39653, 3.94889)
C (2.14008, 3.77621, 3.85194)
C (1.19285, 4.40800, 3.06045)
C (0.28467, 3.61920, 2.38307)
N (0.26127, 2.28748, 2.46831)
H (2.04268, -0.23657, 3.13892)
H (1.01674, 0.04464, 4.55265)
H (-0.78306, -2.45522, 3.53978)
H (0.76055, -2.03710, 4.24904)
H (1.09164, -4.49538, 3.76760)
H (2.24476, -6.01187, 2.15485)
H (2.69593, -5.14224, -0.15395)
H (1.92658, -2.88939, -0.74418)
H (-1.42179, 0.84776, 2.75432)
H (-1.58354, -0.24156, 4.15431)
H (-3.87503, -0.97640, 3.73291)
H (-5.38849, -2.39408, 2.35949)
H (-4.58650, -3.17919, 0.12742)
H (-2.31498, -2.52339, -0.62296)
H (2.83865, 1.87618, 4.56598)
H (2.87587, 4.34920, 4.39897)
H (1.15659, 5.48410, 2.97761)
H (-0.47482, 4.06041, 1.75044)
O (1.60918, 0.20134, 0.35811)
C (1.87131, 1.36423, -0.15582)
C (0.89863, 2.24468, -0.68164)
C (1.29385, 3.46413, -1.26322)
C (0.35676, 4.34539, -1.74050)
C (-1.01436, 4.07441, -1.66731)
C (-1.42965, 2.89159, -1.10238)
C (-0.50884, 1.95747, -0.61243)
O (-0.94391, 0.82855, -0.08532)
N (0.80453, 5.59271, -2.34717)
O (2.00161, 5.76477, -2.46383)
O (-0.04941, 6.38250, -2.69448)
H (2.91457, 1.67810, -0.16648)
H (2.34219, 3.71317, -1.35299)
H (-1.71746, 4.79053, -2.06299)
H (-2.48054, 2.64442, -1.03641)
C (-0.30210, -3.19283, -2.25242)
Si (0.16516, -1.31684, -2.04429)
C (2.04639, -1.12128, -2.48798)
C (-0.50455, -0.51461, -3.65619)
C (-0.81937, -1.30250, -4.76478)
C (-1.13026, -0.73755, -5.99171)
C (-1.14147, 0.64035, -6.14275)
C (-0.83572, 1.44435, -5.05584)
C (-0.51563, 0.87030, -3.83585)
H (0.38149, -3.67205, -2.95404)
H (-1.30543, -3.30351, -2.66608)
H (-0.26969, -3.76777, -1.32598)
H (2.31157, -1.76625, -3.32759)
H (2.74276, -1.31956, -1.67070)
H (2.22546, -0.09356, -2.80944)
H (-0.80569, -2.38147, -4.68255)
H (-1.35750, -1.37675, -6.83486)
H (-1.37982, 1.08299, -7.10009)
H (-0.83681, 2.52177, -5.16281)
H (-0.25215, 1.51636, -3.01059)

Calculated values
LUMO (alpha / beta): -3.0 / -3.3 eV
Multiplicity: 2
HOMO level (alpha / beta): -0.352 / -0.381 Eh
E: -81384.323 eV
Energy relative to the best compared isomer or geometry (same formula, charge and spin): 93.1 kJ/mol
Net charge: +1
Largest force on an atom: 3.250 eV/A

Need the Mulliken charges? In units of e they are:
1 Ti -0.489
2 C -1.363
3 N 1.199
4 C -1.744
5 C 0.926
6 C -1.090
7 C -0.467
8 C -1.251
9 C -0.667
10 N 1.059
11 C -1.450
12 C 0.713
13 C -0.967
14 C -0.436
15 C -1.044
16 C -0.335
17 N 0.666
18 C 0.487
19 C -1.129
20 C -0.452
21 C -0.779
22 C -0.395
23 N 0.188
24 H 0.528
25 H 0.666
26 H 0.459
27 H 0.560
28 H 0.513
29 H 0.443
30 H 0.507
31 H 0.552
32 H 0.442
33 H 0.536
34 H 0.527
35 H 0.446
36 H 0.496
37 H 0.201
38 H 0.495
39 H 0.441
40 H 0.456
41 H 0.517
42 O -0.232
43 C -1.263
44 C 2.417
45 C -0.784
46 C -0.839
47 C -0.725
48 C -0.603
49 C 0.935
50 O -0.607
51 N 1.058
52 O -0.625
53 O -0.628
54 H 0.286
55 H 0.619
56 H 0.590
57 H 0.499
58 C -1.883
59 Si 2.081
60 C -1.693
61 C 0.327
62 C -0.743
63 C -0.681
64 C -0.615
65 C -0.767
66 C -0.062
67 H 0.526
68 H 0.544
69 H 0.552
70 H 0.495
71 H 0.535
72 H 0.379
73 H 0.272
74 H 0.413
75 H 0.388
76 H 0.450
77 H 0.420

=====

Copy entry 2 word for word.
Below is C6H9LiO5 as an isolated structure, with properties calculated with ωB97M-V/def2-TZVPD.

Element x y z (Å)
O (3.01011, -0.30551, -2.18819)
C (2.84561, -1.25248, -3.23714)
O (3.43231, -2.27167, -2.82949)
H (2.70271, 0.55745, -2.48092)
O (1.04638, -2.18576, -0.95932)
C (0.06805, -1.91346, -0.24382)
C (-0.30652, -0.50917, 0.09989)
C (-1.02580, -0.48877, 1.46194)
C (-1.98288, 0.67679, 1.61975)
O (-1.28699, 1.92868, 1.59233)
C (-1.58700, 2.76348, 0.63458)
O (-0.80270, 3.80620, 0.80486)
H (-0.73034, -2.67023, -0.10558)
H (-0.98929, -0.14025, -0.68314)
H (0.59139, 0.12204, 0.12088)
H (-0.27964, -0.48735, 2.26886)
H (-1.63168, -1.39881, 1.59612)
H (-2.49284, 0.62100, 2.59000)
H (-2.73138, 0.68358, 0.81699)
H (-0.89585, 4.39018, 0.04359)
Li (3.04633, -1.92593, -0.92218)

Calculated values
LUMO: -0.3 eV
Multiplicity: 1
HOMO level: -0.251 Eh
E: -16807.854 eV
Energy relative to the best compared isomer or geometry (same formula, charge and spin): 0.0 kJ/mol
Net charge: 0
Largest force on an atom: 3.410 eV/A

Need the natural (NBO) charges? In units of e they are:
1 O -0.878
2 C 0.311
3 O -0.831
4 H 0.486
5 O -0.588
6 C 0.474
7 C -0.532
8 C -0.422
9 C -0.064
10 O -0.517
11 C 0.369
12 O -0.675
13 H 0.131
14 H 0.261
15 H 0.243
16 H 0.218
17 H 0.213
18 H 0.197
19 H 0.200
20 H 0.503
21 Li 0.899